Here is C37H33Cl3CrF6NO2S2Si as an isolated structure from the OMol25 dataset. Energies are from wB97M-V/def2-TZVPD.

Atoms and positions in Å:
1 C -0.4576 -1.5002 -2.7693
2 H -2.2552 3.8695 3.5598
3 Cl 3.8664 0.4908 -3.0369
4 H 3.9265 -0.7673 -0.5038
5 C 4.3991 -1.6621 3.2231
6 C -4.6758 0.3855 -1.8857
7 C 0.6754 -3.9610 -2.1838
8 C 5.6632 1.6358 -0.1817
9 H 3.9073 -3.1188 0.2190
10 H -6.3466 -1.6711 -1.5953
11 F 0.7887 8.3877 -1.1030
12 F -1.5649 7.6701 -2.2854
13 H 4.5208 -4.2593 3.7291
14 H -1.8451 -2.5835 -3.9641
15 H 3.0627 -4.4385 2.7537
16 C 1.1597 6.1338 -0.4768
17 Cr 0.6726 1.0869 -0.5870
18 C -1.4677 -2.9718 0.2635
19 Si 2.2410 1.7839 -2.4135
20 H -0.8725 -4.8110 -3.4397
21 C -0.7406 2.6791 2.5902
22 C 4.4551 -0.3346 2.8222
23 H -7.1174 -3.8608 -1.0955
24 F -3.6644 1.9535 4.6151
25 C 0.9438 1.2170 1.4554
26 H 1.6530 2.0301 1.6147
27 H -1.0104 -3.5656 -0.5337
28 Cl 1.0875 1.7025 -4.2210
29 H 4.6040 0.4699 3.5303
30 C 4.3279 -0.0225 1.4804
31 C 0.3899 7.1052 -1.0908
32 S 4.3191 1.7091 1.0214
33 O -1.1102 -0.0971 -0.0751
34 H 5.3714 1.0172 -1.0268
35 C -0.2422 1.3989 2.3083
36 N 1.1369 -0.4465 -1.2928
37 C 0.7382 4.8180 -0.4706
38 C -4.3620 -0.9504 -1.2675
39 H -0.2263 3.5390 2.1782
40 C -2.5367 1.7706 3.8547
41 H 1.4423 0.2697 1.6898
42 C 0.6565 -1.5289 -1.8789
43 C 4.1120 -1.0181 0.5357
44 S -1.0320 2.7592 -1.0641
45 H 5.8007 2.6565 -0.5362
46 H 2.0652 -2.8829 -0.9705
47 C -6.2225 -4.1933 -0.5686
48 Cl 3.2376 3.6919 -2.7054
49 C 1.2132 -2.8215 -1.6341
50 C -3.8606 -3.4450 -0.1570
51 C -5.1297 -3.1608 -0.6442
52 O 4.8792 2.4586 2.1829
53 H -2.2589 0.6017 -1.5444
54 H -5.7127 0.3961 -2.2218
55 H -0.5968 -0.6869 2.6463
56 H -4.5372 1.2081 -1.1828
57 C -0.9894 -2.6596 -3.2990
58 H -4.0427 0.5970 -2.7486
59 C -0.4527 4.4011 -1.0725
60 H 6.5632 1.2694 0.3108
61 C -3.0921 -1.2506 -0.7413
62 H -6.5001 -4.3947 0.4689
63 C -2.0785 -0.1820 -0.8041
64 C 4.2112 -2.6790 2.2974
65 H 4.4946 -1.9070 4.2756
66 C 4.1057 -4.1148 2.7310
67 H -5.9016 -5.1391 -1.0102
68 H -0.8503 -0.5350 -3.0661
69 H 4.6351 -4.7757 2.0428
70 F -2.3694 5.1256 -2.2727
71 H -2.6332 -0.3583 4.0136
72 C -2.8250 -2.5188 -0.1935
73 H -1.5705 -3.6070 1.1460
74 C -2.0913 0.4880 3.6111
75 H 1.1315 -4.9216 -1.9572
76 C -0.8053 6.7357 -1.6895
77 C -1.2054 5.4157 -1.6732
78 C -0.9488 0.3170 2.8459
79 H -0.7909 -2.1561 0.4827
80 C -0.4503 -3.9102 -3.0123
81 C -5.3645 -1.9097 -1.2004
82 C -1.8766 2.8757 3.3572
83 H -3.6556 -4.4279 0.2571
84 F 1.5040 3.9416 0.1661
85 C 4.0728 -2.3379 0.9527
86 F 2.3052 6.4817 0.1159

Calculated values
**E_tot**: -156335.3881 eV
**Multiplicity**: 2
**Kohn-Sham gap (spin up / spin down)**: 5.0 / 5.1 eV
**Total charge**: -2

=====

Here is C37H33Cl4N2O5SSb2Tc as an isolated structure at a distorted geometry from the OMol25 dataset. Energies are from wB97M-V/def2-TZVPD.

Atoms and positions in Å:
1 H -3.3071 0.9863 -2.9700
2 Cl 2.7584 -2.1894 5.4016
3 H -2.8193 1.0661 4.0959
4 H -2.4759 -1.5754 0.3902
5 H 4.7587 3.9462 1.5777
6 C -1.9403 0.9969 4.7295
7 Cl 3.9858 -1.0763 2.7033
8 C -0.9951 0.8528 6.9363
9 C 1.6772 -1.8502 1.5962
10 Cl -1.8303 -3.3595 2.7290
11 C 3.5439 2.3630 0.7867
12 H 1.1461 0.7181 7.0328
13 Sb -0.4442 0.9481 2.0692
14 H -6.4293 -1.3651 -1.2378
15 C 3.5483 -0.5489 -2.1201
16 C 1.8486 -2.2303 3.9487
17 H 1.4506 0.8081 4.5951
18 C -1.0895 -4.9072 -2.3810
19 H -1.7298 -0.8019 -4.2292
20 H -5.6579 0.2741 -2.9224
21 C -2.0459 2.7674 0.1938
22 C 0.5250 -2.7291 3.9562
23 C -1.5619 2.7287 1.6461
24 C 2.4138 -1.7663 2.7753
25 H -2.4048 2.7968 2.3347
26 S 0.1450 -3.7533 -2.7838
27 C 3.5631 -0.9614 -4.2792
28 Cl -0.1811 -3.2387 5.4305
29 N 2.3595 -1.0880 -2.4321
30 C 0.2796 0.7970 6.3878
31 C 0.8295 1.9579 -5.1233
32 C -0.2052 -2.7948 2.7815
33 C -4.4989 -1.5627 -0.3195
34 C 1.7589 2.9730 2.8231
35 H -0.8844 3.5560 1.8598
36 C 0.3868 -2.3748 1.5904
37 C -1.0186 -0.0218 -4.4685
38 Tc 0.8995 -1.7012 -1.0639
39 C -0.6621 0.9509 4.1712
40 C -4.9603 -0.1342 -2.2017
41 H -1.7792 -4.9660 -3.2203
42 H -1.2580 2.8616 -1.8395
43 Sb -0.7382 0.3938 -1.3793
44 H 0.4582 1.4098 -7.1634
45 C -5.3927 -1.0512 -1.2512
46 H -0.5877 -5.8602 -2.2162
47 H 3.7614 -0.2810 -1.0951
48 H 3.1652 4.4875 3.3928
49 H -2.8859 2.0830 0.0548
50 H -1.1230 0.8194 8.0110
51 O 0.5289 -3.8952 -4.1539
52 O 1.2307 -3.8565 -1.7717
53 H 2.1602 0.8330 0.2329
54 C -3.1660 -1.1685 -0.3379
55 H -2.4393 3.7656 -0.0187
56 C -0.4189 0.7280 -3.4558
57 C 4.3344 -0.4366 -3.2588
58 C -2.7347 -0.2544 -1.2956
59 C 2.3613 1.6431 0.9242
60 C 0.4483 0.8407 5.0087
61 C -0.9674 2.4789 -0.8598
62 C 2.9420 3.6892 2.6958
63 H -0.0014 2.9112 -0.5909
64 H -1.5855 -4.5667 -1.4710
65 H 1.0733 3.2250 3.6241
66 C 1.4521 1.9368 1.9399
67 H 5.3317 -0.0393 -3.3287
68 H -1.1797 -0.3488 -6.5799
69 H 1.0010 2.3016 -3.0227
70 H -3.1001 0.9907 6.5355
71 N 2.3937 -1.3311 -3.7601
72 C -2.1052 0.9503 6.1087
73 C 0.5115 1.7136 -3.7934
74 O 2.1359 -1.4376 0.4134
75 C -3.6304 0.2652 -2.2286
76 C 0.2190 1.2162 -6.1255
77 O -0.4350 -2.3619 -2.5086
78 H -4.8358 -2.2694 0.4289
79 C 3.8371 3.3863 1.6760
80 H 1.5484 2.7276 -5.3748
81 H 3.7643 -1.0935 -5.3305
82 O -0.2129 -2.4057 0.3972
83 C -0.7031 0.2292 -5.7979
84 H 1.6458 -1.8413 -4.2146
85 H 4.2393 2.1211 -0.0098

Calculated values
**E_tot**: -128315.0216 eV
**Multiplicity**: 4
**Kohn-Sham gap (spin up / spin down)**: 6.4 / 6.1 eV
**Total charge**: +1

=====

Here is C37H33ClN3O4PS2V as an isolated structure from the OMol25 dataset. Energies are from wB97M-V/def2-TZVPD.

Atoms and positions in Å:
1 H 1.2022 -1.8113 -7.1651
2 H -0.1373 -5.7165 3.8210
3 C -0.5711 -0.7238 -6.5923
4 H 2.2087 2.4033 4.4495
5 C -1.1697 -0.3577 4.5489
6 C 3.4395 0.6349 4.5466
7 C -1.1476 3.8476 3.6270
8 H -3.6593 2.0064 -1.6263
9 C -3.0200 -1.3015 1.3732
10 C -0.0655 -4.8714 0.5342
11 C -1.2982 -0.1422 -5.5430
12 H 4.2253 1.1002 5.1308
13 N -0.6391 3.4668 4.7931
14 H -3.2346 0.3448 -1.1014
15 C -2.2218 -0.0881 5.4127
16 C -0.3842 5.9647 4.4294
17 C -0.5233 8.0507 3.3173
18 C -2.9852 1.4029 -1.0196
19 C 0.6340 -1.3599 -6.3609
20 H -3.0959 1.6990 0.0255
21 C 1.4283 -0.6125 3.0605
22 C 2.1329 -1.6739 -3.1226
23 S -1.8785 2.8604 2.4908
24 P -0.0317 -1.0853 2.0441
25 C -0.1311 -5.0964 2.9323
26 H -0.9568 -0.6714 -7.6031
27 H 2.9592 -2.4112 -4.9153
28 C -1.1462 7.4188 2.2416
29 H -1.4344 8.0029 1.3758
30 C -1.3919 6.0518 2.2597
31 H -0.1555 -0.2256 4.8996
32 C 1.0795 -1.3896 -5.0446
33 H 0.0756 -6.7407 1.5606
34 O -0.7691 4.9678 6.8386
35 H -4.0597 -1.0914 1.1169
36 C -0.8490 -0.1781 -4.2369
37 C -0.4191 -2.6486 -0.5942
38 N 2.2067 -1.9325 -4.4583
39 H -1.3937 0.2859 -3.4312
40 H -0.3406 -3.2572 -1.5030
41 H -0.3381 9.1178 3.2800
42 V 0.6080 -0.7239 -0.6374
43 H 2.8828 -1.9779 -2.4049
44 H 0.4759 1.3152 3.1031
45 H 2.1974 -3.4808 3.6274
46 C 2.5594 -1.3494 3.4348
47 C -1.0055 5.3283 3.3758
48 C 3.5483 -0.6946 4.1719
49 H -4.7849 -0.7013 3.3013
50 C -0.1981 -3.7182 3.0316
51 H -2.2328 0.3591 -5.7602
52 C 2.3277 1.3670 4.1595
53 C -0.0184 -5.6642 1.6642
54 H -0.0391 -5.3334 -0.4475
55 H -1.4300 -2.2243 -0.5758
56 C -0.1617 -2.9046 1.8996
57 H -2.0165 0.2504 6.4207
58 H -1.8588 5.5323 1.4324
59 N 1.0585 -1.0152 -2.7948
60 C 0.3637 -0.8144 -3.9863
61 C -1.5429 1.6513 -1.4438
62 H -2.3771 -0.7662 0.6728
63 H 3.8565 -3.0314 3.2327
64 C -3.7648 -0.6139 3.6605
65 H -2.8379 -2.3706 1.2357
66 H 0.3631 7.7964 5.2718
67 S -0.0216 4.7095 5.6301
68 Cl 2.9058 -1.3895 -0.0479
69 C -0.1294 7.3214 4.4326
70 C -3.5254 -0.2142 4.9668
71 O 1.4106 4.5911 5.7832
72 O -0.6959 0.7577 -1.0766
73 O -1.2687 2.6596 -2.0901
74 H 2.5978 -2.9473 1.9941
75 C -1.4000 -0.7344 3.2295
76 H 4.4336 -1.2576 4.4502
77 C 2.8083 -2.7864 3.0507
78 C -2.7222 -0.8756 2.7816
79 H -0.2462 -3.2481 4.0097
80 C -0.2099 -3.4702 0.6038
81 C 1.3481 0.7416 3.4081
82 H -4.3549 0.0123 5.6267

Calculated values
**E_tot**: -120739.6007 eV
**Multiplicity**: 4
**Kohn-Sham gap (spin up / spin down)**: 5.4 / 6.2 eV
**Total charge**: -2

=====

no.,M (g/mol)
1,888.24
2,1101.08
3,765.19